12
Properties=species:S:1:pos:R:3:mulliken_charge:R:1 method="wB97M-V/def2-TZVPD" de_lowest_kj_mol=216.1 lumo_energy_ha=-0.006 max_force_ha_per_bohr=0.0743 gap_ev=8.62
C -2.92308 0.38817 0.66937 -0.705
Si -1.29406 0.53337 -0.13575 0.416
C 0.27618 -0.61978 0.11271 -0.845
Si 2.10809 -0.34820 -0.64062 0.241
I 3.82223 -1.96144 0.04082 -0.064
I 2.72233 1.91749 0.02224 -0.056
H -3.45611 1.38436 0.59913 0.240
H -2.64075 0.13424 1.76679 0.193
H -1.07007 1.33107 -1.50143 -0.061
H 0.30891 -0.57686 1.26454 0.291
H -0.04242 -1.71379 -0.01422 0.392
H 2.18875 -0.46864 -2.18358 -0.042